[1]
Entry from the Open Molecules 2025 dataset: a molecular structure, C16H34BHgNP2 at a distorted geometry (the ωB97M-V functional and the def2-TZVPD basis).

HOMO-LUMO gap = 5.632 eV
Charge = 0
Maximum force = 3.5 eV/Å
LUMO = -1.937 eV

Each line ends with the Mulliken charge.
Atoms and positions in Å:
P  0.9513  -1.7700  -1.2387  0.334
P  1.4458  1.5612  -0.4317  0.871
C  0.9897  -0.2973  -2.4250  -0.043
C  2.0116  0.7416  -2.0281  -1.581
H  -0.0450  0.0787  -2.3744  -0.192
H  1.1256  -0.6709  -3.4428  0.742
H  2.9772  0.2631  -1.8869  0.486
H  2.1045  1.5307  -2.7659  0.483
C  0.4318  2.8421  -1.3188  -1.631
H  -0.0634  3.5329  -0.6244  0.415
H  -0.3307  2.4130  -1.9810  0.380
H  1.1423  3.4229  -1.9326  0.506
C  2.5383  2.8368  0.3352  -1.178
H  2.7944  3.6232  -0.3918  0.339
H  3.4560  2.3838  0.7514  0.493
H  2.0024  3.3143  1.1820  0.377
C  0.3719  -2.8960  -2.6396  -1.691
H  0.2026  -3.9277  -2.2964  0.427
H  1.1861  -2.9352  -3.3847  0.561
H  -0.5352  -2.5815  -3.1767  0.384
C  2.5363  -2.7045  -1.0817  -1.219
H  3.3822  -2.0433  -0.8561  0.423
H  2.7218  -3.3058  -1.9786  0.406
H  2.3775  -3.3792  -0.2256  0.331
Hg  2.5020  -0.2583  0.7712  0.563
C  -2.2750  1.1026  -0.8167  -0.087
C  -3.0466  0.8681  -1.8796  -0.587
C  -4.3027  -0.0100  -1.8966  -0.840
C  -4.1216  -1.4302  -1.3138  -0.804
C  -2.7736  -1.9501  -1.5812  -0.323
C  -1.9629  -2.0805  -0.5583  -0.770
C  -1.7010  -1.0699  0.5855  -0.597
C  -2.2422  0.3890  0.5027  -1.172
C  3.2995  -0.2814  2.7673  -0.837
H  -1.8023  2.0948  -0.7610  0.808
H  -2.9632  1.5214  -2.7703  0.380
H  -4.6709  -0.1150  -2.9365  0.351
H  -5.1012  0.4757  -1.3030  0.323
H  -4.2857  -1.3974  -0.2282  0.279
H  -4.8310  -2.1523  -1.7396  0.451
H  -2.5089  -2.2343  -2.6040  0.227
H  -1.1728  -2.8439  -0.5563  1.221
H  -0.6255  -1.0281  0.9394  -0.217
H  -2.2013  -1.5275  1.4695  0.493
H  -3.2547  0.3615  0.9344  0.437
H  -1.6348  1.0203  1.1950  0.428
H  4.3789  -0.0920  2.5972  0.324
H  3.0346  -1.2582  3.2168  0.355
H  2.7570  0.5608  3.2513  0.212
B  0.8730  1.5099  6.9982  -0.217
C  1.1010  1.6150  5.4628  0.269
N  1.2769  1.7212  4.3144  -0.733
H  1.7476  0.8019  7.4783  -0.123
H  -0.2269  1.0293  7.2073  -0.120
H  0.9591  2.6246  7.4671  -0.117



[2]
Entry from the Open Molecules 2025 dataset: 5 unconnected molecules or ions with the total composition C16H34BN4O16P at a distorted geometry (the ωB97M-V functional and the def2-TZVPD basis).

HOMO-LUMO gap = 8.354 eV
Charge = 0
SMILES = N=[PH2][C@]1(B(N)O)NC(=O)C[C@@H]1ON=O.COC(=O)OC.COC(=O)OC.COC(=O)OC.COC(=O)OC
Maximum force = 4.6 eV/Å
LUMO = -0.553 eV

Each line ends with the Mulliken charge.
Atoms and positions in Å:
N  -2.5589  0.1190  1.6424  -0.745
P  -1.4060  1.0323  1.0717  0.289
C  0.2847  0.2741  1.2173  0.435
B  0.6407  0.3915  2.7808  0.209
N  0.8648  -0.7579  3.6612  -0.596
O  0.7988  1.6779  3.2927  -0.333
N  1.3862  1.0346  0.5573  -0.123
C  1.9458  0.2336  -0.4810  0.300
O  3.0420  0.2620  -0.8598  -0.551
C  0.7779  -0.6647  -0.8887  -0.515
C  0.3711  -1.1134  0.5432  -0.469
O  -0.8051  -1.8929  0.4428  -0.006
N  -0.4720  -3.2634  0.7425  0.015
O  -0.1154  -3.8274  -0.2067  -0.203
H  -3.0385  0.6159  2.3829  0.220
H  -1.5894  1.3489  -0.2949  0.067
H  -1.4066  2.2664  1.7654  0.001
H  1.6547  -0.4994  4.2524  0.250
H  0.0795  -0.7631  4.3129  0.232
H  -0.0502  2.1140  3.4335  0.234
H  2.1799  1.1994  1.1748  0.209
H  0.0612  0.0710  -1.2424  0.289
H  1.0826  -1.4285  -1.5828  0.366
H  1.2709  -1.5882  0.9373  0.403
C  2.3592  4.1609  5.2977  -0.607
O  1.9247  5.4331  5.7844  -0.354
C  0.6217  5.6524  5.6280  0.843
O  -0.1719  4.8867  5.1401  -0.545
O  0.3440  6.8653  6.1073  -0.353
C  -1.0326  7.2396  6.0090  -0.625
H  3.4277  4.0895  5.4809  0.289
H  1.8560  3.3558  5.8298  0.299
H  2.1777  4.0788  4.2271  0.242
H  -1.6578  6.5569  6.5815  0.287
H  -1.3532  7.2646  4.9689  0.309
H  -1.1195  8.2372  6.4301  0.226
C  -3.4499  -5.0225  -5.6585  -0.560
O  -3.5618  -4.0587  -4.6097  -0.357
C  -3.2035  -4.5095  -3.4069  0.843
O  -2.8127  -5.6220  -3.1570  -0.567
O  -3.3493  -3.5186  -2.5313  -0.357
C  -2.9949  -3.8639  -1.1892  -0.324
H  -3.7692  -4.5321  -6.5737  0.237
H  -2.4172  -5.3484  -5.7737  0.217
H  -4.0988  -5.8757  -5.4677  0.299
H  -1.9435  -4.1512  -1.1301  0.039
H  -3.6293  -4.6681  -0.8183  0.341
H  -3.1553  -2.9788  -0.5786  0.229
C  0.0869  -6.5499  -3.5740  -0.537
O  1.0793  -7.5175  -3.9333  -0.317
C  1.6456  -7.3055  -5.1184  0.730
O  1.3936  -6.4020  -5.8736  -0.545
O  2.5445  -8.2709  -5.3284  -0.330
C  3.2346  -8.1686  -6.5734  -0.632
H  -0.2997  -6.8290  -2.5989  0.278
H  0.5282  -5.5560  -3.5081  0.293
H  -0.7321  -6.5559  -4.2869  0.245
H  3.7959  -7.2373  -6.6272  0.292
H  2.5377  -8.2393  -7.4070  0.293
H  3.9284  -9.0036  -6.6202  0.218
C  0.3016  6.0577  -1.7619  -0.586
O  0.1479  6.9469  -0.6547  -0.344
C  0.5197  6.4316  0.5176  0.796
O  0.9528  5.3228  0.6968  -0.557
O  0.3261  7.3570  1.4580  -0.370
C  0.6894  6.9326  2.7728  -0.638
H  -0.0326  6.5930  -2.6463  0.213
H  1.3460  5.7785  -1.8892  0.289
H  -0.3147  5.1697  -1.6305  0.267
H  1.7515  6.6937  2.8197  0.319
H  0.0919  6.0769  3.0765  0.259
H  0.4887  7.7621  3.4458  0.339